(1)
40
Properties=species:S:1:pos:R:3:forces:R:3:nbo_charge:R:1 method="wB97M-V/def2-TZVPD" e_above_lowest_ev=0.000 gap_ha="0.3132 / 0.3517" e_homo_ev="-10.956 / -12.013" s2=0.75 charge=+1 multiplicity=2 energy_ev=-106406.0484
Ti -0.226693 -0.127373 0.184228 0.1 0.1 0.0 1.667
C 0.791778 3.847211 -1.053793 0.0 -0.1 0.0 -0.624
C 1.171461 2.548189 -0.368440 0.1 0.0 0.0 0.148
C 2.357977 2.707156 0.565846 0.0 0.0 0.0 -0.632
O 0.017874 2.041367 0.385817 0.0 -0.1 0.0 -0.749
C 1.479268 1.464232 -1.420793 0.1 0.2 0.0 0.767
O 2.442007 1.579614 -2.128608 -0.1 0.0 0.0 -0.563
O 0.617546 0.464913 -1.447912 -0.2 -0.4 0.5 -0.780
H 0.579362 4.620487 -0.313290 0.0 0.0 0.0 0.213
H -0.084136 3.705129 -1.686941 0.0 0.0 0.0 0.222
H 1.620535 4.178460 -1.676420 0.0 0.0 0.0 0.253
H 2.169363 3.497646 1.295641 0.0 0.0 0.0 0.212
H 3.238176 2.973398 -0.015018 0.0 0.0 0.0 0.259
H 2.561880 1.773128 1.092184 0.0 0.0 0.0 0.222
H -0.118484 2.589564 1.166323 0.0 0.0 0.1 0.509
N 0.437498 -4.229508 0.232491 0.0 0.1 0.0 -0.752
C 0.262176 -2.945537 0.515384 -0.1 0.0 0.0 0.722
O -0.283753 -2.184791 -0.324203 0.0 0.1 0.1 -0.698
C 0.667962 -2.397992 1.850722 0.0 0.0 0.0 -0.508
C 1.080327 -0.935110 1.668639 -0.2 0.2 -0.1 -0.884
H 0.183375 -4.577285 -0.678819 0.0 0.0 0.0 0.420
H 0.899543 -4.843666 0.880249 0.0 0.0 0.0 0.418
H 1.407067 -3.040440 2.337308 0.0 0.0 -0.1 0.223
H -0.240405 -2.445753 2.463457 0.0 0.0 0.0 0.242
H 2.096707 -0.871539 1.261505 0.0 0.0 0.0 0.225
H 1.080170 -0.407748 2.624785 0.0 0.0 0.0 0.222
C -3.568619 -2.390907 -0.084023 0.0 0.1 0.0 -0.992
As -3.456869 -0.492513 0.152580 -0.4 -0.1 -0.1 1.965
C -3.387521 0.352503 -1.568789 0.0 0.0 0.1 -0.995
C -4.972082 0.129748 1.140875 0.1 0.0 0.0 -0.980
O -2.059854 -0.113128 1.013754 0.5 0.1 -0.3 -1.135
H -4.532507 -2.662424 -0.511455 0.0 0.0 0.0 0.261
H -3.448144 -2.863899 0.889201 0.0 0.0 0.0 0.261
H -2.761210 -2.697458 -0.746228 0.0 0.0 0.0 0.269
H -4.282977 0.120879 -2.143421 0.0 0.0 0.0 0.267
H -2.508335 -0.018832 -2.097303 0.0 0.0 0.0 0.264
H -3.310515 1.429710 -1.430828 0.0 0.0 0.0 0.265
H -5.886459 -0.140422 0.615228 0.0 0.0 0.0 0.260
H -4.904252 1.211224 1.240326 0.0 0.0 0.0 0.265
H -4.958896 -0.331247 2.126507 0.0 0.0 0.0 0.267

---

(2)
14
Properties=species:S:1:pos:R:3:forces:R:3:nbo_charge:R:1 method="wB97M-V/def2-TZVPD" e_above_lowest_ev=4.167 gap_ha=0.4091 e_homo_ev=-10.526 smiles="O=C1OCC=CCO1" energy_ev=-11420.2448
O 2.604806 0.100847 -0.204553 -2.4 0.0 0.1 -0.544
C 1.407925 0.043739 -0.089118 -1.7 1.4 0.5 1.019
O 0.577485 1.203364 0.001003 0.3 0.3 -0.6 -0.570
C -0.888433 1.385075 0.291788 -0.2 1.9 1.5 -0.124
C -1.886809 0.494793 -0.350732 -4.9 4.5 -0.9 -0.237
C -1.777346 -0.759250 -0.314790 -0.7 -6.9 1.1 -0.193
C -0.475279 -1.357753 0.376404 -7.0 -0.6 1.2 -0.093
O 0.694411 -1.095692 -0.038682 7.7 1.0 -3.6 -0.499
H -1.348120 2.504939 0.335115 2.2 -2.1 -1.2 0.232
H -0.931840 1.251548 1.376682 -0.1 -0.7 0.0 0.196
H -3.133513 0.857467 -0.618992 4.3 -0.3 0.7 0.222
H -2.794008 -1.534016 -0.446698 3.5 2.3 0.1 0.225
H -0.599243 -2.398490 0.393208 -0.1 -1.8 -0.6 0.196
H -0.487246 -1.189218 1.417228 -0.8 1.0 1.7 0.169

---

(3)
8
Properties=species:S:1:pos:R:3:forces:R:3:nbo_charge:R:1 method="wB97M-V/def2-TZVPD" e_above_lowest_ev=0.681 gap_ha=0.4165 e_homo_ev=-10.873 smiles="N#CCC=O" energy_ev=-6695.8112
N 2.391916 -0.961852 -0.023643 -4.8 1.5 -0.4 -0.281
C 1.295604 -0.494916 -0.082588 5.6 -1.4 0.4 0.279
C 0.180283 0.424872 0.005347 0.6 2.1 0.6 -0.634
C -1.133195 -0.241713 -0.063559 -1.3 -1.2 -0.6 0.434
O -1.271833 -1.448974 0.000618 0.0 1.7 0.0 -0.484
H 0.289913 1.353310 -0.676580 -0.2 -1.7 0.8 0.279
H 0.228927 0.882589 1.040610 0.0 -0.4 -0.9 0.286
H -1.981613 0.486686 -0.200207 0.2 -0.7 0.2 0.122

---

(4)
13
Properties=species:S:1:pos:R:3:forces:R:3:nbo_charge:R:1 method="wB97M-V/def2-TZVPD" e_above_lowest_ev=1.944 gap_ha=0.3096 e_homo_ev=-8.568 smiles="CSC(=S)[C@H]1CO1" energy_ev=-27961.3348
C 2.677787 0.381616 -0.092780 0.7 -0.5 -0.3 -0.745
S 1.373070 -0.887873 -0.185577 1.0 0.2 0.0 0.397
C -0.033634 0.023546 -0.222034 -1.5 2.4 -0.2 -0.337
S -0.170794 1.686569 -0.199903 0.8 -1.0 0.0 -0.052
C -1.334431 -0.724739 -0.279018 1.3 0.5 0.3 -0.038
C -2.420013 -0.194353 0.529025 -1.3 -0.7 0.9 -0.085
O -2.397112 -0.031950 -0.869301 -0.4 -0.1 -0.4 -0.448
H 3.578241 -0.246501 -0.041735 -0.1 0.2 0.0 0.226
H 2.649174 0.990034 0.816630 -0.4 -0.2 -0.3 0.245
H 2.769462 1.018192 -0.997489 -0.5 -0.5 0.6 0.247
H -1.263527 -1.771789 -0.461626 -0.1 -0.8 -0.2 0.195
H -3.147006 -0.962914 0.879839 0.4 0.9 -0.1 0.183
H -2.281213 0.720166 1.123971 0.0 -0.5 -0.3 0.212

---

(5)
96
Properties=species:S:1:pos:R:3:forces:R:3:mulliken_charge:R:1 method="wB97M-V/def2-TZVPD" gap_ha=0.2762 e_homo_ev=-7.929 smiles="CCCN[C@]1(S(=O)(=O)F)NC(=O)[C@](CCCCN(C)C(C)=O)(CCCOC(C)=O)[C@]1(OCCNC[C@@H](C)O)P(N)O.BrCCBr" energy_ev=-216576.3806
C 6.246732 0.511369 -0.888652 -0.1 0.9 0.7 -0.287
C 6.510457 1.037827 0.666881 -0.4 -0.8 0.2 -0.680
C 5.142517 0.736647 1.579484 2.5 -0.6 -0.4 -0.404
N 4.011514 1.550130 0.994049 0.8 -0.8 3.0 0.159
C 2.674214 1.270205 1.638988 0.8 0.2 0.0 -0.735
S 2.568088 2.728348 2.873268 -0.7 1.4 9.6 1.208
O 3.912725 2.899836 3.684195 -4.1 -0.6 -4.6 -0.621
O 1.487999 2.461709 3.994558 3.3 1.3 -5.4 -0.622
F 2.286253 4.238910 2.113985 0.4 -2.7 0.8 -0.295
N 2.500970 0.115124 2.595948 0.6 -0.6 -3.5 -0.164
C 2.274399 -1.068147 1.692751 2.4 -1.7 3.0 -0.507
O 2.814372 -2.240313 1.977492 -3.5 6.6 -2.1 -0.612
C 1.271748 -0.478763 0.543608 0.9 -2.0 -0.6 1.614
C -0.167689 -1.098584 1.040876 -0.4 1.0 0.5 -1.674
C -1.282306 -1.341991 -0.126164 -0.4 -2.0 0.2 1.536
C -1.946187 -2.853906 0.143298 -0.6 0.4 -1.0 -0.803
C -3.580197 -2.738252 0.104680 0.1 -1.7 -1.7 -0.403
N -4.252806 -2.616237 1.453278 -1.2 2.6 -0.5 -0.026
C -3.479560 -1.756908 2.427660 -0.1 1.0 1.0 -0.556
C -5.577385 -1.849574 1.254144 -6.0 -1.6 0.8 0.311
C -5.601640 -0.241326 0.809075 0.5 0.2 -0.7 -0.407
O -6.790442 -2.411130 1.468043 8.0 3.2 -1.3 -0.563
C 1.871106 -1.177834 -0.852939 -1.8 0.0 -0.3 -0.139
C 1.640779 -2.796907 -0.945472 -0.5 -0.3 -1.0 0.005
C 2.874361 -3.483844 -1.827702 -1.1 1.1 -1.5 -0.626
O 3.234886 -4.836546 -1.379157 2.2 2.6 2.4 -0.378
C 4.041636 -4.668994 -0.152664 -3.2 -3.0 5.7 0.711
C 5.520432 -3.949649 -0.079051 -0.2 0.2 -0.7 -0.739
O 3.500108 -5.189232 0.981382 3.8 3.3 -7.6 -0.524
C 1.446785 1.186798 0.487069 1.3 -0.1 2.7 0.780
O 0.495785 2.046600 1.162612 -0.9 -1.2 -1.5 -0.378
C -0.813223 2.197465 0.594193 -2.6 1.3 -0.3 0.410
C -0.939254 2.633488 -0.973844 -1.9 0.1 -0.1 -0.783
N -1.291084 1.416497 -1.854543 0.4 1.4 -0.8 0.325
C -1.499370 1.848594 -3.303551 -1.2 0.1 -0.8 -0.765
C -1.613762 0.557883 -4.352565 0.2 0.3 -0.4 0.189
C -1.868519 1.027169 -5.919117 -0.7 0.3 0.0 -0.977
O -0.359086 -0.244332 -4.279260 -0.5 1.7 -1.3 -0.492
P 2.498578 1.902078 -0.992714 1.4 0.1 -2.1 -0.335
N 1.708844 1.702111 -2.559448 -0.1 2.0 -0.3 -0.331
O 2.647896 3.662192 -0.796376 -2.6 -2.4 0.4 -0.567
H 5.476714 -0.371410 -0.822008 1.5 1.6 -0.3 -0.170
H 5.761921 1.419992 -1.473897 1.0 -2.2 1.0 0.116
H 7.239065 0.161566 -1.410742 -2.0 0.7 1.0 0.360
H 7.391977 0.433876 1.163746 -1.8 1.2 -1.0 0.327
H 6.804912 2.169139 0.716448 -0.7 -2.1 -0.2 0.324
H 5.416058 1.013149 2.684120 -0.8 -0.5 -1.9 0.176
H 4.988111 -0.438413 1.504458 -0.1 2.6 0.1 0.163
H 4.319576 2.559408 1.136108 -0.8 -1.5 -0.3 0.447
H 3.157580 0.023319 3.398858 -0.4 0.0 -1.1 0.423
H 0.106604 -2.074675 1.671866 -0.8 2.0 -1.8 0.617
H -0.661802 -0.364412 1.842502 1.4 -1.5 -1.6 0.291
H -2.194950 -0.607910 -0.121885 2.1 -1.1 0.2 -0.565
H -0.876577 -1.378000 -1.222621 -0.5 0.4 2.2 -0.263
H -1.640847 -3.550752 -0.776380 -0.6 1.4 2.2 0.353
H -1.581564 -3.344759 1.139986 -0.7 0.9 -2.0 0.277
H -3.972118 -3.763124 -0.365900 0.7 2.2 1.1 0.313
H -3.922514 -1.902556 -0.675935 0.9 -1.5 1.7 0.119
H -2.623306 -2.371798 2.945904 -1.7 1.3 -1.2 0.247
H -3.085833 -0.747115 1.932012 -0.5 -2.1 1.1 0.023
H -4.233441 -1.413204 3.273164 1.6 -0.8 -1.6 0.363
H -5.085150 0.457702 1.615990 -1.3 -1.6 -1.6 -0.004
H -4.994245 -0.060418 -0.193611 -1.1 -0.6 2.1 0.121
H -6.705112 0.140093 0.574727 2.6 -1.2 0.8 0.293
H 1.184680 -0.717189 -1.714824 1.9 -0.7 1.6 -0.413
H 3.007708 -0.935917 -0.984801 -2.2 -0.2 0.3 0.250
H 1.433406 -3.336846 0.070433 0.9 1.1 -1.9 0.346
H 0.664979 -2.985763 -1.608333 2.1 0.4 1.5 0.074
H 2.474914 -3.603579 -2.946503 0.9 0.1 2.5 0.304
H 3.795430 -2.739686 -1.917485 -1.7 -1.7 0.5 0.227
H 6.368860 -4.753140 -0.263807 -2.0 1.5 0.6 0.333
H 5.688288 -3.117929 -0.907650 -0.6 -1.8 1.7 0.195
H 5.622215 -3.449203 0.979098 -0.3 -1.3 -2.1 0.212
H -1.341610 3.083705 1.201918 1.5 -1.9 -1.1 0.400
H -1.567071 1.284233 0.747718 2.0 1.6 -0.3 -0.548
H -1.905833 3.331519 -1.049368 2.1 -1.0 0.5 0.464
H -0.057893 3.272295 -1.399536 -1.5 -1.6 0.8 0.160
H -2.218447 1.044342 -1.546649 1.1 0.6 -0.1 0.013
H -2.555861 2.392848 -3.368930 2.0 -0.8 -0.1 0.321
H -0.683794 2.634121 -3.672420 -1.6 -2.0 0.9 0.232
H -2.541926 -0.142219 -4.081991 2.3 1.4 -0.2 0.171
H -2.090060 2.191220 -5.955923 0.7 -2.4 0.0 0.283
H -2.827311 0.505683 -6.389735 2.1 1.0 1.1 0.256
H -0.958684 0.731455 -6.611986 -1.8 0.8 1.5 0.267
H 0.313200 0.219799 -4.887299 -1.7 -1.0 1.4 0.292
H 2.213416 1.022927 -3.171373 -0.3 0.9 1.1 0.253
H 1.727740 2.659130 -3.022707 -0.1 -1.7 0.5 0.319
H 1.771457 4.053522 -0.509523 1.3 -0.4 -0.3 0.342
Br -5.557188 3.187387 2.965431 -0.1 0.0 -0.1 -0.124
C -7.425091 3.318635 3.512541 0.1 0.2 0.2 -0.564
C -7.923688 2.007674 4.075353 -0.3 -0.1 -0.1 -0.578
Br -8.286996 0.722420 2.654223 -0.1 0.1 0.4 -0.097
H -7.989743 3.660927 2.641745 0.1 -0.2 0.2 0.369
H -7.441466 4.098565 4.280381 0.0 -0.2 -0.1 0.323
H -8.881896 2.147402 4.584527 0.2 0.1 -0.1 0.334
H -7.217468 1.533455 4.762263 -0.1 0.2 -0.2 0.374

---

(6)
85
Properties=species:S:1:pos:R:3:forces:R:3:mulliken_charge:R:1 method="wB97M-V/def2-TZVPD" gap_ha=0.2951 e_homo_ev=-9.143 smiles="CCOCCc1cnc2c([PH2]=O)c(B(N)O)ccc2n1.O=C1c2ccccc2C(=O)c2ccccc21.O=C1c2ccccc2C(=O)c2ccccc21" energy_ev=-70784.6726
C 1.905402 3.162044 0.837772 0.3 -0.7 0.2 -1.128
C 1.303790 1.905921 0.078465 1.1 0.7 -0.9 0.787
O -0.122827 1.926429 -0.056386 0.6 -0.4 1.2 -0.422
C -0.796845 1.659354 1.179843 -1.5 0.3 0.4 -0.004
C -1.213163 0.141414 1.382602 0.8 0.2 0.0 -0.525
C -0.030562 -0.785068 1.870172 0.1 -1.1 -0.1 0.574
C 1.044116 -0.283716 2.788559 0.1 0.0 0.1 -0.478
N 2.100920 -0.985605 3.280572 -3.6 -0.6 -2.4 -0.404
C 2.009193 -2.298555 2.824119 1.4 -2.6 0.3 0.339
C 3.079053 -3.262047 3.302880 -1.5 -1.6 -0.3 0.188
P 4.435023 -2.592897 4.394058 2.2 1.4 -3.0 0.487
O 5.534421 -2.101314 3.453901 -1.2 -0.6 1.1 -0.660
C 3.094815 -4.684554 2.946811 -1.2 1.5 -0.6 0.387
B 4.240495 -5.673846 3.531297 0.4 -0.6 0.5 0.393
N 3.888687 -6.929689 4.231191 1.0 0.8 -1.9 -0.548
O 5.623604 -5.388766 3.457007 -1.5 -0.2 -0.7 -0.538
C 2.025582 -5.236387 2.031438 -0.8 3.6 0.5 -0.699
C 0.993687 -4.303820 1.545897 2.3 -1.2 1.3 -0.638
C 0.974652 -2.854836 1.938676 0.3 -0.9 0.0 0.251
N -0.067100 -2.075108 1.439759 1.7 1.8 1.7 -0.570
H 1.468659 3.328243 1.858547 0.3 -0.2 -0.9 0.301
H 3.001496 2.933463 0.994138 -1.1 0.4 -0.2 0.345
H 1.809548 4.117371 0.259652 0.0 -1.0 0.4 0.328
H 1.714726 1.970490 -0.976556 -0.6 -0.2 1.1 0.207
H 1.704419 0.923795 0.478763 -0.7 1.1 -0.1 -0.460
H -0.259136 2.083449 2.083432 -0.4 -0.6 -1.1 0.132
H -1.764171 2.250212 1.130709 1.0 -0.7 0.0 -0.070
H -2.065897 0.089106 2.118585 1.0 0.1 -0.5 0.294
H -1.637904 -0.243523 0.407058 0.7 0.3 1.1 0.288
H 0.973327 0.793120 3.109779 0.2 -1.3 -0.4 0.267
H 5.027373 -3.591324 5.218790 -1.1 0.1 0.2 0.057
H 3.999477 -1.458653 5.149987 -0.4 -1.0 0.1 0.070
H 4.740852 -7.507323 4.222457 -0.5 0.2 0.3 0.257
H 3.182318 -7.449253 3.704549 -0.1 0.2 0.7 0.255
H 5.838281 -4.871089 2.659990 0.0 0.3 0.7 0.323
H 2.007735 -6.324117 1.747820 0.0 1.4 0.3 0.277
H 0.224695 -4.757658 0.868172 0.6 1.0 0.7 0.367
O 4.170368 1.502086 -4.023876 0.0 -0.2 0.0 -0.676
C 4.071038 0.293350 -4.120155 0.1 0.7 0.1 0.634
C 4.117707 -0.363983 -5.450167 0.0 -0.1 -0.2 0.164
C 4.297933 0.410548 -6.593328 0.0 0.0 -0.2 -0.552
C 4.382166 -0.198507 -7.837100 0.0 0.0 0.1 -0.472
C 4.288182 -1.583570 -7.944619 0.0 0.0 0.1 -0.462
C 4.091247 -2.357411 -6.809907 0.0 0.0 -0.2 -0.532
C 3.999286 -1.750188 -5.560465 0.1 0.2 -0.2 0.196
C 3.770673 -2.585595 -4.355423 -0.1 -0.7 0.0 0.509
O 3.613343 -3.787764 -4.457960 0.0 0.2 0.0 -0.672
C 3.744205 -1.931054 -3.024814 0.0 0.1 0.2 0.235
C 3.566429 -2.706406 -1.881683 0.0 0.0 0.2 -1.026
C 3.573161 -2.107685 -0.630186 0.0 0.0 -0.1 -0.116
C 3.758076 -0.733116 -0.514620 0.0 0.0 -0.1 -0.611
C 3.921529 0.045147 -1.651775 0.0 0.0 0.2 -0.884
C 3.909860 -0.549712 -2.910705 0.0 -0.1 0.2 0.314
H 4.377076 1.488471 -6.514079 0.0 -0.1 0.2 0.462
H 4.526941 0.405726 -8.725478 0.0 0.0 0.1 0.392
H 4.366682 -2.059107 -8.915643 0.0 0.0 0.1 0.398
H 4.013509 -3.434728 -6.899092 0.0 0.1 0.2 0.461
H 3.426856 -3.777951 -1.965838 0.0 0.1 -0.2 0.477
H 3.438617 -2.713371 0.259696 0.0 0.0 0.0 0.456
H 3.772815 -0.268912 0.465821 0.1 -0.1 0.0 0.700
H 4.062194 1.115721 -1.555794 0.0 -0.1 -0.2 0.586
O -4.730766 2.480829 1.965279 -0.1 0.0 -0.1 -0.683
C -5.711981 2.979263 1.445463 0.5 -0.3 0.3 0.538
C -7.054821 2.377892 1.637014 -0.2 -0.1 0.0 0.152
C -7.193109 1.245712 2.436070 -0.1 -0.1 0.1 -0.504
C -8.449949 0.699533 2.652767 0.0 0.1 -0.1 -0.480
C -9.574185 1.282193 2.073765 0.1 0.1 0.0 -0.465
C -9.438690 2.400044 1.262957 -0.1 -0.1 0.1 -0.558
C -8.178883 2.947576 1.037076 0.0 -0.2 0.2 0.209
C -8.043180 4.132222 0.153968 -0.6 0.3 -0.3 0.536
O -9.014906 4.595581 -0.411787 0.1 -0.1 0.1 -0.666
C -6.703679 4.745231 -0.021254 0.2 0.1 0.0 0.361
C -6.566734 5.878678 -0.818365 0.1 0.2 -0.1 -0.647
C -5.324211 6.479223 -0.962326 0.0 -0.1 0.1 -0.415
C -4.213430 5.950485 -0.310289 -0.1 -0.1 0.0 -0.601
C -4.343096 4.812869 0.473580 0.1 0.1 -0.1 -0.464
C -5.587070 4.203218 0.616741 0.0 0.2 -0.1 0.251
H -6.321727 0.791815 2.893320 0.0 0.2 -0.1 0.475
H -8.556198 -0.179191 3.278662 0.0 0.1 0.0 0.403
H -10.556962 0.861824 2.254049 0.1 0.0 0.0 0.390
H -10.316112 2.847005 0.810255 0.2 0.1 0.0 0.463
H -7.429289 6.296735 -1.324093 0.0 -0.2 0.1 0.468
H -5.220387 7.363840 -1.580228 0.0 -0.1 0.0 0.396
H -3.245068 6.426117 -0.416069 -0.1 0.0 0.0 0.408
H -3.474213 4.404052 0.976128 -0.2 -0.1 0.0 0.422